No. 1
Formula: C18H34N12O2Y
Source: OMol25
Level of theory: ωB97M-V/def2-TZVPD

Positions of all 67 atoms, in Å:
Y1 1.2802 -0.0252 -0.9274
C1 -0.0124 0.2553 -3.9665
C2 1.4827 0.4663 -4.3196
N1 2.3228 0.8353 -3.1262
C3 2.7215 2.2796 -3.1925
C4 2.5368 2.9513 -1.8269
N2 1.3726 2.4989 -1.0675
C5 0.0308 3.0538 -1.4467
C6 -0.5457 2.3703 -2.7400
N3 -0.3562 0.8552 -2.6574
H1 -0.2378 -0.8298 -3.9004
H2 -0.6559 0.6317 -4.7921
H3 1.5899 1.2233 -5.1176
H4 1.8663 -0.4705 -4.7709
H5 3.2034 0.3443 -3.3013
H6 2.1257 2.8477 -3.9266
H7 3.7775 2.3618 -3.4890
H8 2.5529 4.0235 -2.0154
H9 3.4170 2.6546 -1.2439
H10 1.4904 2.8349 -0.1130
H11 0.1028 4.1498 -1.5514
H12 -0.6540 2.8530 -0.6077
H13 0.0107 2.7748 -3.5878
H14 -1.5961 2.5828 -2.8124
H15 -1.2368 0.4324 -2.3996
N4 -0.1074 -2.8127 1.9580
C7 -1.1906 -1.8626 1.7603
C8 -2.5296 -2.5007 1.3662
C9 -3.7718 -1.5864 1.2615
C10 -4.3188 -0.8839 2.5402
N5 -4.2596 0.5924 2.3424
C11 -4.5898 1.5370 3.2207
N6 -5.1152 1.2638 4.4434
N7 -4.3984 2.8492 2.9227
C12 -0.5738 -1.0238 0.6093
O1 -0.1523 0.1660 0.8005
O2 -0.3845 -1.5722 -0.5352
H16 0.0019 -3.5407 1.2489
H17 -0.0314 -3.2239 2.9000
H18 -1.3033 -1.2543 2.6337
H19 -2.7645 -3.3737 1.9742
H20 -2.3716 -2.9139 0.3423
H21 -4.5691 -2.1744 0.8174
H22 -3.5695 -0.8332 0.5053
H23 -3.6806 -1.0955 3.3989
H24 -5.3344 -1.2226 2.7825
H25 -3.7533 0.8776 1.5062
H26 -5.1900 0.2932 4.7446
H27 -5.3663 2.0316 5.0549
H28 -3.8642 3.1257 2.0975
H29 -4.6207 3.5803 3.6078
N8 3.1569 -4.0207 -1.2639
C13 2.4837 -3.0690 -1.9612
N9 2.4831 -1.9464 -1.2594
C14 3.1577 -2.2842 -0.0906
N10 3.5707 -3.5531 -0.0314
C15 3.3147 -1.4652 1.0711
C16 3.7684 -2.0532 2.2711
N11 3.8936 -1.2879 3.3363
C17 3.4895 -0.0310 3.2869
C18 3.0866 0.5856 2.1153
N12 3.0232 -0.1390 0.9887
H30 3.3297 -4.9616 -1.5678
H31 2.0064 -3.2699 -2.9029
H32 4.0458 -3.1009 2.3044
H33 3.4912 0.5436 4.1986
H34 2.9182 1.6556 2.1003

## Properties
net charge: +3
calculated total energy: -42219.0569 eV
HOMO: -16.81 eV
frontier orbital gap: 8.77 eV
maximum force: 0.05314 hartree/bohr


No. 2
Formula: C18H34N4O2
Source: OMol25
Level of theory: ωB97M-V/def2-TZVPD

Positions of all 58 atoms, in Å:
C1 -3.6002 0.9461 -1.5917
C2 -2.1003 1.1531 -1.4255
C3 -1.7467 2.0589 -0.2349
C4 -0.2670 1.9927 -0.0374
N1 0.1882 1.4579 1.0155
N2 1.5186 1.3237 1.2800
C5 2.6032 1.6416 0.5204
O1 2.5341 2.1743 -0.5691
C6 3.9202 1.2970 1.1974
C7 5.0433 1.1009 0.1788
C8 5.0293 -0.2824 -0.4716
C9 3.7826 -0.5414 -1.3185
C10 2.6111 -1.0293 -0.4797
O2 2.7420 -1.5596 0.6049
N3 1.4100 -0.8554 -1.1008
N4 0.1658 -1.2966 -0.7604
C11 -0.0711 -2.0009 0.2644
C12 -1.4527 -2.5183 0.5001
C13 -1.8596 -2.2920 1.9605
C14 -2.0846 -0.8172 2.2680
C15 -1.4812 -4.0183 0.1570
C16 -1.2521 -4.2782 -1.3261
C17 -2.1828 3.5242 -0.4395
C18 -3.4075 3.8899 0.3907
H1 -3.7929 0.2495 -2.4048
H2 -4.1035 1.8817 -1.8218
H3 -4.0321 0.5362 -0.6812
H4 -1.6174 0.1851 -1.2716
H5 -1.6895 1.5888 -2.3396
H6 -2.2216 1.6613 0.6646
H7 0.3456 2.4057 -0.8344
H8 1.6703 0.8348 2.1527
H9 3.8055 0.4019 1.8093
H10 4.1639 2.1368 1.8545
H11 6.0046 1.2377 0.6777
H12 4.9476 1.8687 -0.5922
H13 5.9143 -0.3732 -1.1043
H14 5.0852 -1.0511 0.3027
H15 3.5043 0.3573 -1.8693
H16 3.9905 -1.3362 -2.0412
H17 1.3871 -0.3225 -1.9603
H18 0.6833 -2.3110 0.9831
H19 -2.1468 -1.9937 -0.1623
H20 -2.7772 -2.8488 2.1654
H21 -1.0794 -2.6907 2.6131
H22 -2.9365 -0.4443 1.7036
H23 -2.2896 -0.6759 3.3269
H24 -1.2123 -0.2268 1.9970
H25 -0.7171 -4.5341 0.7432
H26 -2.4532 -4.4232 0.4474
H27 -1.2890 -5.3451 -1.5344
H28 -2.0162 -3.7831 -1.9209
H29 -0.2821 -3.8989 -1.6373
H30 -1.3618 4.1864 -0.1536
H31 -2.3891 3.7031 -1.4964
H32 -4.2542 3.2574 0.1375
H33 -3.6884 4.9263 0.2142
H34 -3.1949 3.7692 1.4506

## Properties
net charge: 0
calculated total energy: -29272.7855 eV
SMILES string: CCC(/C=N/NC(=O)CCCCC(=O)N/N=C/C(CC)CC)CC
HOMO: -9.13 eV
relative energy (zero: lowest compared OMol25 entry of this formula, charge and spin): 57.4 kJ/mol
frontier orbital gap: 10.03 eV
maximum force: 0.00991 hartree/bohr


No. 3
Formula: C18H34N4O4S
Source: OMol25
Level of theory: ωB97M-V/def2-TZVPD

Positions of all 61 atoms, in Å:
C1 6.7632 0.2873 0.1566
H1 7.1944 1.0706 -0.4892
H2 7.2031 -0.5820 0.0786
H3 6.6982 0.8123 1.1470
C2 5.3811 0.3319 -0.3312
C3 4.7054 -0.8907 0.5266
C4 3.3437 -1.1831 0.0549
N1 2.5534 0.2870 -0.2288
S1 0.9453 0.2159 -0.3622
O1 0.3948 1.5040 -0.0991
O2 0.4669 -0.9494 0.4424
N2 0.7343 -0.2833 -2.0345
C5 0.2754 -1.5620 -1.9449
C6 -1.1684 -2.1097 -1.7010
H4 -1.1871 -1.8120 -0.5928
H5 -1.3074 -3.1690 -1.8221
C7 -2.1580 -1.0707 -2.1398
C8 -3.4932 -1.2864 -1.6344
O3 -4.6374 -1.4859 -2.4934
N3 -3.5337 -1.1851 -0.3773
H6 -2.7115 -0.6281 0.0688
C9 -4.6496 -1.1035 0.3667
H7 -4.8467 -1.8621 1.0242
C10 -4.6508 0.2343 1.1720
N4 -3.4248 0.7789 1.4474
C11 -3.1988 -0.1800 2.8630
C12 -1.6476 0.1047 3.4510
O4 -1.4457 1.3438 3.4135
C13 -1.5736 2.0932 2.5056
C14 -3.1471 1.9753 2.0615
H8 -3.3108 2.6169 0.9706
H9 -3.7621 2.5301 2.7616
H10 -1.4952 3.1717 2.7047
H11 -0.9672 1.9678 1.7146
H12 -1.3888 -0.5017 4.2545
H13 -1.0466 -0.4352 2.3067
H14 -3.3219 -1.0767 2.5780
H15 -3.7458 -0.1379 3.8115
H16 -5.4933 0.4022 1.8920
H17 -4.8070 1.0824 0.3526
H18 -5.6901 -1.0833 -0.1308
C15 -1.5362 0.1313 -2.1654
C16 -0.1381 0.5286 -2.5979
H19 -0.0719 0.3254 -3.5660
H20 0.1912 1.6007 -2.5644
H21 -1.8921 0.7315 -1.0722
H22 -2.4099 1.0156 -2.6543
H23 -2.3314 -1.3203 -3.2133
H24 0.3998 -1.9260 -3.2471
H25 1.1145 -2.3955 -1.5202
C17 3.1567 1.1777 -1.0721
C18 4.5711 1.4505 -0.5567
H26 4.8960 2.1971 -1.2336
H27 4.4864 1.7971 0.6224
H28 2.4792 1.9748 -0.8536
H29 3.1917 0.5565 -2.0473
H30 2.6684 -1.6548 0.5513
H31 3.3738 -1.5742 -1.1199
H32 4.5341 -0.5600 1.3746
H33 5.0410 -2.1072 0.6010
H34 5.4269 -0.1814 -1.4106

## Properties
net charge: 0
calculated total energy: -44182.7356 eV
HOMO: -8.50 eV
relative energy (zero: lowest compared OMol25 entry of this formula, charge and spin): 2062.1 kJ/mol
frontier orbital gap: 9.07 eV
maximum force: 0.27627 hartree/bohr